Entry 1:
{"formula": "C28H29N3PtSi", "method": "wB97M-V/def2-TZVPD", "species": ["C", "C", "C", "H", "C", "C", "H", "H", "H", "H", "Pt", "C", "H", "H", "H", "Si", "C", "C", "H", "C", "H", "C", "H", "C", "H", "C", "H", "C", "C", "H", "C", "H", "C", "H", "C", "H", "C", "H", "H", "H", "N", "C", "C", "C", "C", "C", "N", "C", "C", "C", "C", "C", "N", "H", "H", "H", "H", "H", "H", "H", "H", "H"], "coordinates": [[0.67826, 2.10081, 1.61363], [0.48184, 3.36450, 0.88103], [-0.90395, 3.56888, 0.73521], [1.24871, 4.03145, 0.51635], [-1.60305, 2.49120, 1.36208], [-0.65815, 1.51351, 1.92435], [-0.89084, 1.02979, 2.87091], [1.64618, 1.85093, 2.07867], [-1.43242, 4.36052, 0.24287], [-2.67307, 2.45848, 1.54419], [0.17748, 0.00431, 0.64544], [2.27296, -1.41030, 0.39016], [2.87743, -0.98890, -0.43700], [2.33337, -2.48145, 0.22827], [2.68905, -1.21120, 1.42236], [0.15353, 0.29094, -1.50370], [1.72442, 0.46046, -2.59318], [2.44410, 1.61548, -2.93170], [2.10357, 2.58206, -2.49262], [3.45993, 1.51612, -3.89892], [3.94076, 2.42001, -4.23655], [3.81371, 0.27713, -4.43369], [4.64657, 0.21848, -5.11165], [3.08229, -0.85923, -4.12896], [3.29961, -1.81728, -4.59330], [1.99631, -0.77674, -3.24012], [1.34713, -1.66392, -3.11441], [-1.38916, 0.54392, -2.48018], [-1.39713, 0.62543, -3.91293], [-0.63569, 0.03821, -4.46178], [-2.27841, 1.46336, -4.58998], [-2.21770, 1.54897, -5.69027], [-3.29332, 2.09776, -3.85521], [-3.97041, 2.79563, -4.38192], [-3.47296, 1.84126, -2.49555], [-4.34739, 2.26316, -1.96074], [-2.61694, 0.96763, -1.82188], [-2.84534, 0.62521, -0.79380], [0.73410, 1.39667, -0.74538], [1.21582, -1.34985, 0.06714], [0.10978, -2.91022, 2.12690], [-1.21166, -2.52391, 1.72705], [-2.25568, -3.48356, 1.84800], [-3.57764, -3.04897, 1.77308], [-3.82239, -1.66014, 1.73316], [-2.73108, -0.76200, 1.56608], [-1.47581, -1.24240, 1.39842], [0.84088, -1.99894, 2.95022], [1.67117, -2.52794, 3.95888], [2.29175, -1.67522, 4.85858], [2.01039, -0.30895, 4.74400], [1.29529, 0.14135, 3.64862], [0.78418, -0.65748, 2.66071], [0.12579, -3.90158, 2.45580], [-1.96940, -4.53447, 2.02162], [-4.38748, -3.77633, 1.75505], [-4.80994, -1.27575, 1.85064], [-2.90277, 0.32196, 1.52435], [1.84124, -3.61493, 4.00665], [2.97373, -2.02398, 5.67020], [2.33131, 0.43230, 5.50668], [1.12713, 1.22777, 3.59805]], "forces_ev_per_a": [[-0.18, 3.49, -0.14], [-0.11, -2.23, 1.47], [-0.86, -2.32, 1.14], [0.15, -0.20, -0.01], [1.09, 0.54, -0.14], [-0.08, 3.29, -0.55], [-0.03, -0.07, -0.35], [-0.66, 0.19, -0.79], [0.12, 0.39, -0.21], [0.08, 0.04, -0.19], [-0.63, 0.45, -0.01], [2.88, -1.03, -0.31], [-0.23, 0.11, 0.75], [0.38, -0.59, 0.13], [-0.82, 0.15, -1.54], [0.01, -0.26, -2.76], [-1.28, -2.05, -0.85], [-0.41, -0.22, -0.15], [0.57, -0.76, -0.42], [-0.55, 0.00, 0.75], [0.29, 0.06, 0.00], [-0.20, 0.35, 0.17], [0.14, -0.02, -0.25], [-0.71, -0.34, 0.45], [0.15, 0.16, -0.04], [0.97, 0.81, -0.60], [0.45, 0.59, 0.20], [-2.15, 0.45, -0.93], [0.83, 0.16, 0.85], [-0.26, 0.78, 0.29], [-0.58, -0.60, 0.10], [-0.10, 0.06, 0.78], [0.00, 0.59, -0.65], [0.40, -0.46, 0.43], [-0.62, -0.62, 0.19], [0.64, -0.30, -0.45], [1.46, 0.00, -0.48], [0.49, 0.69, -0.61], [-0.12, 1.28, 1.37], [-0.18, -0.12, 0.20], [-0.51, 0.39, 0.10], [-1.12, -0.27, 0.60], [0.65, 0.38, -0.23], [0.64, 0.56, -0.16], [1.67, 0.12, -0.08], [-1.02, -2.03, -0.36], [-0.64, -0.94, 1.47], [0.26, 0.47, -0.64], [0.11, -0.37, 0.00], [0.20, 0.21, 0.33], [0.13, 0.21, 0.41], [-0.10, -0.16, 0.14], [0.77, -1.97, 3.96], [0.15, 1.48, -0.39], [-0.39, 0.57, -0.13], [0.12, 0.25, 0.24], [-0.51, 0.21, -0.09], [0.40, -0.56, -0.23], [-0.26, 0.58, 0.02], [-0.77, 0.08, -0.86], [-0.11, -0.71, -0.73], [-0.03, -0.95, -0.22]], "homo_energy_ev": [-5.48, -5.90], "multiplicity": 3, "total_energy_ha": -1657.16472, "lumo_ev": [0.0, -0.1], "homo_lumo_gap_ha": [0.20053, 0.21304]}


Entry 2:
{"formula": "H10O4S2", "method": "wB97M-V/def2-TZVPD", "species": ["S", "S", "H", "H", "H", "H", "O", "H", "H", "O", "H", "H", "O", "H", "H", "O"], "coordinates": [[-1.62587, 0.33605, -1.24501], [-0.02738, -0.88118, -1.85362], [-2.45912, -0.73682, -1.00497], [0.29922, -1.49024, -0.67687], [0.89457, 1.33722, -0.13120], [1.13019, 2.39871, 0.84808], [1.60364, 1.83473, 0.25661], [3.20977, -0.86317, 1.65509], [2.77682, 0.00462, 0.52628], [2.74816, -0.94582, 0.76172], [-0.12040, -1.94422, 1.87466], [0.92349, -0.87859, 1.31589], [0.03326, -0.99346, 1.67491], [-2.29024, 0.95338, 2.63730], [-0.97212, 0.47621, 2.28501], [-1.50257, 1.28768, 2.33786]], "forces_ev_per_a": [[0.02, -1.41, 0.14], [-0.10, 0.07, 0.23], [0.32, 0.92, -0.16], [-0.24, 0.48, -0.35], [-0.58, -0.61, -0.63], [-0.31, 0.76, 0.85], [0.85, -0.32, -0.22], [-0.83, -0.64, -1.57], [-0.29, -0.28, -0.40], [1.01, 1.13, 1.98], [0.48, 1.08, -0.28], [0.46, -0.39, 0.07], [-0.80, -0.89, 0.38], [-3.27, -0.85, 1.16], [0.34, 0.16, -0.30], [2.93, 0.81, -0.90]], "homo_energy_ev": -9.22, "multiplicity": 1, "total_energy_ha": -1103.31733, "smiles": "SS.O.O.O.O", "lumo_ev": 0.3, "homo_lumo_gap_ha": 0.34929}